96
Properties=species:S:1:pos:R:3:lowdin_charge:R:1 method="wB97M-V/def2-TZVPD" multiplicity=1 mol_weight_g_mol=1312.86 de_lowest_kcal_mol=73.1 total_charge=-1 e_homo_ev="-5.6 / -5.2" e_tot_ha=-11285.3658
Tl -0.707 2.530 1.090 0.89
O -4.163 0.987 -0.565 -0.33
As -2.434 1.196 -1.017 0.88
O -1.812 0.122 0.117 -0.51
O -2.054 2.937 -0.840 -0.58
C -3.195 0.765 -2.844 -0.22
C -4.500 1.141 -3.074 -0.09
C -5.128 0.768 -4.277 -0.09
C -4.426 0.022 -5.196 -0.10
C -3.054 -0.235 -5.015 -0.04
C -2.452 0.140 -3.808 -0.27
S -0.800 -0.190 -3.257 0.56
O 0.084 -0.059 -4.430 -0.34
O -0.778 -1.575 -2.743 -0.37
O -0.687 0.890 -2.165 -0.46
H -4.077 0.617 0.343 0.03
H -5.023 1.762 -2.325 0.11
H -6.211 0.960 -4.484 0.11
H -4.861 -0.344 -6.105 0.09
H -2.549 -0.794 -5.779 0.10
C 0.005 5.318 -1.421 -0.03
C -0.056 5.877 -0.035 -0.28
C 0.700 7.100 0.248 0.00
C 0.741 7.552 1.531 -0.03
C 0.022 6.867 2.522 -0.18
C -0.091 7.384 3.844 -0.05
C -0.992 6.793 4.699 -0.09
C -1.790 5.674 4.328 -0.11
C -1.720 5.163 3.045 -0.68
S -2.581 3.777 2.580 0.66
C -0.815 5.786 2.126 -0.27
N -0.825 5.266 0.868 0.07
H -0.581 5.962 -2.097 0.10
H -0.491 4.358 -1.466 0.04
H 1.001 5.321 -1.858 0.08
H 1.177 7.574 -0.586 0.10
H 1.268 8.444 1.821 0.11
H 0.539 8.238 4.138 0.11
H -1.108 7.132 5.721 0.09
H -2.352 5.128 5.110 0.11
Cl 7.266 4.045 0.538 0.74
C 5.808 3.213 0.750 -0.65
C 5.375 2.308 -0.244 -0.14
C 4.095 1.819 -0.244 -0.56
Cl 3.619 0.872 -1.579 0.81
C 3.129 2.201 0.815 -0.31
O 1.957 1.747 0.794 -0.04
C 3.594 3.168 1.850 -0.09
C 2.689 3.676 2.898 -0.16
O 1.471 3.865 2.827 0.02
C 4.906 3.592 1.832 -0.03
H 6.057 1.967 -1.025 0.11
H 3.280 3.958 3.774 0.12
H 5.320 4.300 2.572 0.12
C 0.845 -4.162 -3.410 -0.04
O 2.233 -3.899 -3.181 0.00
C 2.683 -3.958 -1.927 -0.51
O 3.832 -3.676 -1.647 0.09
C 1.657 -4.223 -0.828 -0.31
C 1.230 -5.410 -0.464 -0.37
As -0.192 -5.863 0.832 1.30
C -1.261 -6.878 -0.401 -0.32
C -1.173 -4.094 0.749 -0.28
C -0.405 -3.063 1.231 -0.35
As 1.084 -2.567 0.122 1.39
C 2.682 -2.818 1.358 -0.25
C -0.595 -2.164 2.387 -0.49
O -1.199 -2.484 3.390 0.11
O 0.161 -1.003 2.320 -0.14
C -0.027 -0.191 3.479 -0.07
C -2.606 -3.966 0.321 -0.43
O -3.294 -4.846 -0.194 0.03
O -3.145 -2.751 0.694 -0.07
C -4.606 -2.619 0.627 -0.01
C 1.873 -6.609 -0.961 -0.51
O 1.625 -7.045 -2.066 0.11
O 2.629 -7.335 -0.029 -0.07
C 3.124 -8.580 -0.503 -0.08
H 0.667 -4.238 -4.503 0.11
H 0.257 -3.373 -2.932 0.06
H 0.587 -5.125 -2.931 0.07
H -0.958 -7.922 -0.291 0.02
H -1.066 -6.564 -1.413 0.03
H -2.294 -6.703 -0.088 0.01
H 2.750 -3.858 1.660 0.02
H 2.546 -2.111 2.238 0.03
H 3.538 -2.548 0.723 0.01
H 0.618 0.693 3.394 0.07
H 0.263 -0.692 4.402 0.09
H -1.083 0.116 3.466 0.10
H -4.970 -2.601 1.671 0.09
H -4.961 -3.567 0.133 0.09
H -4.839 -1.642 0.133 0.09
H 3.754 -9.030 0.282 0.09
H 3.855 -8.395 -1.338 0.11
H 2.392 -9.326 -0.808 0.09